1.
ORCA calculation (wB97M-V/def2-TZVPD) on a single C14H13N molecule in a non-equilibrium geometry.

Each line ends with the Mulliken charge.
Positions of all 28 atoms, in Å:
N (0.796, 0.415, -1.557)  -0.6454
C (1.563, -0.663, -1.078)  0.5464
C (-1.552, -0.375, 0.260)  -0.6148
C (2.170, -1.823, -1.546)  -0.6121
C (2.366, -2.789, -0.610)  -0.5454
C (2.227, -2.571, 0.752)  -0.3127
C (-2.954, -0.403, 0.465)  -0.4206
C (0.433, 0.915, -0.196)  1.9725
C (-3.753, 0.675, 0.342)  -0.6996
C (-3.128, 1.917, 0.175)  -0.3310
C (-1.767, 2.023, 0.050)  -0.5019
C (-0.992, 0.878, 0.081)  0.4759
C (1.250, 2.077, 0.212)  -1.8651
C (1.288, -0.550, 0.283)  0.2164
C (1.553, -1.409, 1.283)  -1.4841
H (2.275, -2.011, -2.716)  0.2514
H (-4.812, 0.612, 0.585)  0.3595
H (1.136, 3.007, -0.324)  0.4571
H (-0.985, -1.235, 0.547)  0.3180
H (-1.256, 3.085, 0.063)  0.1620
H (1.295, 1.237, -2.056)  0.3416
H (2.225, 1.751, 0.046)  0.6180
H (1.134, 2.258, 1.282)  0.3442
H (1.310, -1.267, 2.251)  0.5928
H (-3.764, 2.784, 0.183)  0.3809
H (-3.399, -1.427, 0.618)  0.2824
H (2.865, -3.706, -0.807)  0.3780
H (2.477, -3.406, 1.413)  0.3357

Cartesian forces (eV/Å) of the 2 atoms listed first:
0.927 2.617 -1.728
0.131 -1.074 0.706

Computed properties:
Relative energy (zero: lowest compared OMol25 entry of this formula, charge and spin): 1.6 kcal/mol
Frontier orbital gap: 9.08 eV
E_LUMO: 0.03349 Ha
HOMO level: -8.17 eV
SMILES: C[C@@]1(c2ccccc2)Nc2ccccc21

***

2.
ORCA calculation (wB97M-V/def2-TZVPD) on a molecular structure, C40H45NO3PbTe.

Each line ends with the Mulliken charge.
Positions of all 91 atoms, in Å:
Pb (-0.784, -0.826, 0.126)  1.2878
Te (1.717, 1.074, 3.016)  0.2993
O (0.431, -0.994, -2.676)  -0.4954
O (1.669, -1.211, -4.623)  -0.4066
O (3.054, -0.059, 0.121)  -0.0678
N (0.097, -2.735, 1.673)  -0.3510
C (3.313, 2.833, -0.212)  -0.3771
C (-3.798, -0.134, -2.350)  -2.2423
C (3.556, 0.481, -0.941)  0.6203
C (-3.391, -2.611, 4.032)  -1.0293
C (5.954, -0.577, -3.582)  -1.0070
C (-2.177, -2.196, 4.563)  -0.7144
C (-1.101, -2.687, 2.469)  0.8901
C (-1.802, 1.805, -2.978)  -2.1435
C (-1.916, 2.089, 0.831)  1.4367
C (-3.099, -4.674, 0.160)  -0.3941
C (3.500, 0.246, 3.844)  -1.1138
C (4.389, -0.342, -1.762)  0.5125
C (-0.333, 3.197, -0.773)  -1.4758
C (4.521, -1.716, -1.472)  -0.4163
C (2.352, 3.536, -2.732)  -1.1035
C (2.748, 2.231, -2.493)  -0.2573
C (-2.424, -3.498, 0.475)  -0.2956
C (-3.396, 0.956, 2.552)  -1.8658
C (5.350, -2.501, -2.238)  -0.7662
C (-3.089, 0.571, -1.224)  0.9653
C (-2.745, -4.262, -2.179)  -0.7698
C (6.060, -1.932, -3.296)  -0.3552
C (-2.066, -3.090, -1.864)  -0.4936
C (-3.257, -5.056, -1.165)  -0.8887
C (-1.483, 2.257, -0.489)  1.1669
C (-1.035, -2.236, 3.783)  -0.9311
C (1.046, -1.105, -3.659)  0.8078
C (-2.323, -3.062, 1.899)  0.7609
C (5.128, 0.223, -2.818)  -0.1097
C (2.460, 4.489, -1.727)  -0.4768
C (-4.603, -0.598, 0.420)  -2.1026
C (-2.094, 1.522, -1.523)  1.1687
C (-1.357, 2.951, 1.937)  -2.2422
C (2.949, 4.141, -0.473)  -0.7850
C (3.224, 1.877, -1.227)  0.3647
C (-3.456, -3.032, 2.714)  -0.7436
C (-3.479, 0.356, 0.110)  0.8559
C (2.229, 3.087, 3.478)  -1.0662
C (-1.888, -2.692, -0.542)  0.1650
C (-2.893, 1.123, 1.139)  0.9814
H (-4.615, 0.492, -2.724)  0.4231
H (0.503, 2.994, -0.099)  0.0265
H (2.311, 3.188, 4.556)  0.4600
H (-0.078, -1.952, 4.207)  0.4012
H (-2.123, 3.633, 2.313)  0.4360
H (3.485, 0.370, 4.923)  0.3896
H (0.916, -2.659, 2.264)  0.2511
H (-3.782, -5.972, -1.402)  0.4216
H (2.671, 1.485, -3.274)  0.6892
H (0.152, -3.594, 1.133)  0.3008
H (5.078, 1.285, -3.009)  0.5184
H (-0.615, 4.242, -0.633)  0.4296
H (-3.500, -5.293, 0.954)  0.5500
H (-1.687, -2.480, -2.676)  0.4085
H (3.538, -0.813, 3.602)  0.3167
H (-4.509, -1.530, -0.137)  0.3038
H (-2.115, -1.861, 5.590)  0.4424
H (4.368, 0.746, 3.423)  0.3582
H (6.528, -0.146, -4.391)  0.4461
H (3.052, 4.895, 0.296)  0.4783
H (6.713, -2.554, -3.894)  0.4420
H (-4.403, -3.344, 2.292)  0.5513
H (-4.648, -0.849, 1.474)  0.5347
H (-1.023, 2.356, 2.788)  0.2678
H (-1.236, 2.717, -3.124)  0.5624
H (3.970, -2.144, -0.647)  0.4641
H (1.970, 3.814, -3.705)  0.4667
H (-0.524, 3.563, 1.604)  0.3185
H (-4.284, -2.603, 4.642)  0.4216
H (-1.260, 0.986, -3.457)  0.1935
H (-2.736, 1.924, -3.527)  0.4461
H (-4.450, 1.237, 2.612)  0.4413
H (-3.135, -0.333, -3.190)  0.4508
H (-5.560, -0.147, 0.146)  0.4209
H (-3.320, -0.080, 2.887)  -0.0966
H (3.707, 2.558, 0.760)  0.7883
H (-2.857, 1.570, 3.265)  0.4263
H (2.565, 0.590, 0.714)  -0.2368
H (2.170, 5.512, -1.924)  0.4707
H (5.458, -3.555, -2.022)  0.4535
H (3.169, 3.345, 2.998)  0.3349
H (-2.875, -4.553, -3.213)  0.4596
H (0.049, 3.091, -1.783)  -0.1470
H (1.434, 3.730, 3.109)  0.2788
H (-4.229, -1.081, -2.043)  0.4392

Cartesian forces (eV/Å) of the 2 atoms listed first:
-0.111 -0.121 -0.157
0.000 -0.025 -0.019

Computed properties:
Relative energy (zero: lowest compared OMol25 entry of this formula, charge and spin): 0.0 kcal/mol
Net charge: +2
Frontier orbital gap: 6.26 eV
E_LUMO: -0.25096 Ha
HOMO level: -13.09 eV

***

3.
ORCA calculation (wB97M-V/def2-TZVPD) on a molecular structure, C6H24KO6 in a non-equilibrium geometry.

Each line ends with the Mulliken charge.
Positions of all 37 atoms, in Å:
K (0.026, 0.040, 0.069)  0.8989
O (-0.015, 0.725, 2.067)  -0.4284
O (1.545, 1.073, -0.747)  -0.4008
O (-1.573, -0.961, 1.262)  -0.4084
O (0.923, -1.745, 0.561)  -0.3123
O (-1.301, 1.685, -0.414)  -0.1776
O (-1.161, -0.734, -1.649)  -0.4915
C (-0.348, -0.184, -2.628)  -0.4934
C (-1.513, -2.305, 0.672)  -0.7903
C (2.261, -2.085, 0.496)  -1.0453
C (-1.281, 1.208, 2.576)  -0.6150
C (2.481, 0.267, -1.481)  -0.7942
C (-0.909, 2.959, 0.081)  -0.9543
H (0.636, 1.428, 2.117)  0.3430
H (2.894, -1.279, 0.866)  0.2792
H (-0.430, 3.541, -0.707)  0.2857
H (-1.826, -1.256, -2.104)  0.3033
H (-1.483, 2.227, 2.246)  0.2771
H (0.254, -0.938, -3.134)  0.3971
H (0.398, -2.494, 0.269)  -0.0228
H (3.030, 0.943, -2.137)  0.3392
H (3.172, -0.330, -0.885)  0.3372
H (1.947, 1.877, -0.412)  0.2133
H (-1.283, -3.069, 1.416)  0.4621
H (-1.779, 3.541, 0.384)  0.3660
H (-2.089, -1.073, 2.064)  0.3348
H (-1.391, 1.258, 3.659)  0.3332
H (-2.477, -2.549, 0.225)  0.3448
H (2.523, -2.412, -0.510)  0.4021
H (-2.006, 1.851, -1.044)  0.2389
H (-2.058, 0.565, 2.164)  0.2473
H (-0.929, 0.469, -3.279)  0.3654
H (-0.311, 2.897, 0.990)  0.3244
H (0.341, 0.460, -2.080)  -0.0055
H (2.439, -2.897, 1.200)  0.3154
H (-0.677, -2.278, -0.027)  0.3087
H (1.967, -0.428, -2.145)  0.2227

Cartesian forces (eV/Å) of the 2 atoms listed first:
-2.489 -0.688 -0.576
-0.674 1.781 4.038

Computed properties:
Relative energy (zero: lowest compared OMol25 entry of this formula, charge and spin): 227.3 kcal/mol
Net charge: +1
Frontier orbital gap: 11.05 eV
E_LUMO: -0.09384 Ha
HOMO level: -13.61 eV

***

Number 1: E -16216.153 eV. Number 2: E -62371.335 eV. Number 3: E -35207.902 eV.